[1]
ORCA calculation (ωB97M-V/def2-TZVPD) on a cluster of 9 separate species, C10H36F6O13P in total in a non-equilibrium geometry.

XYZ file:
```
66
Properties=species:S:1:pos:R:3:forces:R:3
P 0.604 0.421 1.237 1.535 0.913 -0.143
F -0.410 0.765 2.419 -0.177 -0.603 0.052
F 1.062 1.976 1.207 0.015 -0.236 0.050
F 1.791 0.088 2.341 -0.885 0.444 0.388
F 1.756 0.099 0.123 -0.430 -0.057 -0.527
F 0.205 -1.158 1.230 0.051 0.406 0.546
F -0.498 0.705 0.117 -0.037 -0.120 -0.110
C -0.917 4.411 1.564 0.741 -0.181 -0.822
C -2.048 3.964 2.468 0.239 -0.161 -0.093
O -1.566 3.080 3.463 0.169 0.015 0.375
O -1.221 5.586 0.819 -0.704 0.471 0.482
H -0.717 3.621 0.832 0.062 -0.221 0.270
H -0.002 4.538 2.154 -0.103 0.109 0.113
H -2.802 3.466 1.850 -0.222 0.180 0.125
H -2.479 4.796 3.025 -0.113 0.133 -0.275
H -0.911 2.459 3.115 -0.333 0.101 -0.215
H -0.556 5.760 0.151 0.143 -0.280 0.068
C 1.367 3.798 -2.895 0.549 -0.052 0.577
C 1.960 2.750 -1.976 0.292 -1.158 -0.617
O 2.984 2.032 -2.684 0.299 0.373 -0.475
O 2.070 5.023 -2.755 -0.390 0.858 0.049
H 0.345 3.967 -2.552 -0.003 0.306 -0.122
H 1.343 3.484 -3.940 0.000 -0.263 0.062
H 1.210 2.005 -1.699 -0.156 0.309 0.350
H 2.419 3.227 -1.111 -0.442 0.106 0.220
H 3.461 1.450 -2.086 -0.240 -0.002 0.134
H 2.926 5.034 -3.188 -0.043 -0.517 -0.130
C 1.234 -3.484 -2.301 -1.135 1.415 0.113
C 0.234 -2.592 -1.561 0.305 -0.448 0.830
O -0.194 -3.178 -0.317 0.353 -0.037 -0.496
O 0.561 -4.584 -2.870 0.069 -0.331 -0.541
H 2.082 -3.836 -1.715 0.135 0.373 0.202
H 1.526 -2.739 -3.049 0.611 -0.915 -0.600
H -0.631 -2.442 -2.208 -0.094 -0.213 0.044
H 0.654 -1.601 -1.366 0.137 -0.064 -0.013
H 0.427 -2.792 0.315 -0.366 -0.270 0.141
H 0.072 -5.022 -2.166 0.008 0.083 0.093
C 0.281 -4.480 3.078 0.298 0.679 -0.463
C -1.202 -4.377 2.762 0.151 -1.301 0.611
O -1.730 -3.146 3.173 -0.349 0.497 -0.394
O 0.809 -5.750 2.744 -0.034 -0.164 0.185
H 0.492 -4.281 4.130 -0.197 -0.334 0.109
H 0.806 -3.672 2.551 0.010 -0.100 -0.084
H -1.713 -5.230 3.230 -0.022 0.137 0.208
H -1.364 -4.547 1.695 0.014 0.627 -0.111
H -1.938 -3.116 4.109 0.146 -0.269 0.061
H 0.779 -5.857 1.788 0.021 0.118 -0.035
C -2.481 1.981 -2.329 -0.473 0.803 0.680
C -2.787 0.504 -2.239 0.567 -0.172 -1.021
O -3.642 0.156 -1.192 -0.029 0.071 -0.014
O -3.679 2.756 -2.479 -0.053 0.110 -0.059
H -1.778 2.228 -3.131 0.075 -0.319 -0.064
H -2.060 2.355 -1.391 0.156 -0.262 -0.005
H -1.836 -0.046 -2.210 -0.002 0.060 0.223
H -3.228 0.231 -3.211 -0.252 -0.106 0.183
H -3.150 -0.369 -0.549 -0.082 -0.095 0.335
H -3.863 2.923 -3.406 0.091 -0.186 -0.053
O 4.277 -1.568 -1.232 -0.076 0.051 -0.378
H 4.646 -0.695 -1.076 0.022 -0.054 0.108
H 3.543 -1.620 -0.608 0.176 -0.020 0.279
O 3.495 -1.716 1.654 -0.094 -0.092 -0.169
H 2.811 -1.026 1.757 0.442 -0.363 0.108
H 4.092 -1.576 2.392 0.017 -0.029 -0.007
O -2.560 -1.499 1.112 -0.180 0.209 -0.347
H -1.595 -1.430 1.153 -0.285 -0.088 0.006
H -2.765 -2.206 1.734 0.103 0.126 0.006
```
Positions in Å, forces in eV/Å.

Computed properties:
Total energy (Eh): -2321.5265
Max |F| (eV Å⁻¹): 1.82
Orbital gap (eV): 9.71
E_HOMO (eV): -7.20
Charge: -1


[2]
ORCA calculation (ωB97M-V/def2-TZVPD) on a structure of composition C10H36InN18O12 in a non-equilibrium geometry.

XYZ file:
```
77
Properties=species:S:1:pos:R:3:forces:R:3
In 12.381 6.390 13.686 0.181 -0.131 -0.070
C 11.928 9.064 9.011 -1.320 -0.570 -2.589
O 11.254 9.272 10.033 -0.065 0.493 0.234
O 11.456 9.436 7.874 1.583 -0.689 2.821
O 12.906 8.325 9.247 -0.205 0.758 -0.461
C 8.245 4.148 8.964 -0.065 -1.437 3.018
O 8.998 4.299 9.937 -0.141 0.048 -0.911
N 7.192 3.290 9.000 -0.354 -0.123 -0.025
N 8.404 4.749 7.803 0.826 1.264 -1.197
H 7.059 2.761 9.850 -0.279 0.305 -0.249
H 6.434 3.497 8.366 -0.107 -0.614 0.401
H 7.623 4.812 7.165 0.602 0.317 -0.137
H 9.173 5.398 7.887 -0.454 0.325 -0.848
C 16.261 11.720 12.347 -1.364 1.084 3.946
O 15.493 11.063 13.057 1.027 -0.161 0.061
N 16.322 11.662 11.080 -0.321 -1.525 -6.259
N 17.007 12.773 12.743 0.514 0.797 2.940
H 15.815 10.906 10.642 0.002 0.470 -0.215
H 16.467 12.539 10.602 0.038 -0.587 -0.398
H 17.059 12.859 13.748 0.160 0.409 -0.191
H 17.675 13.289 12.188 -0.144 -0.536 0.088
C 18.023 5.645 11.225 1.066 0.661 3.991
O 17.301 5.765 12.181 -1.058 -0.543 2.213
N 19.316 5.464 11.180 5.079 -2.158 0.885
N 17.680 6.061 10.092 -4.821 2.351 -7.840
H 19.709 5.204 10.287 0.136 0.251 0.321
H 19.965 5.354 11.946 -0.750 -0.281 0.191
H 18.091 5.837 9.197 0.170 0.103 0.431
H 16.747 6.445 10.043 0.058 -0.374 -0.177
C 10.806 14.770 11.101 1.773 7.661 3.459
O 10.653 16.019 11.354 -0.188 -3.506 -0.013
N 10.573 14.287 9.959 -2.771 -2.172 -5.421
N 11.521 13.958 11.833 1.332 -1.172 3.186
H 9.780 14.791 9.588 -0.080 -0.460 -0.909
H 10.553 13.278 10.005 -0.534 0.047 -1.006
H 11.740 14.355 12.736 0.231 -0.689 0.092
H 11.502 12.966 11.644 0.249 0.296 0.623
C 13.521 14.635 3.682 0.738 1.057 -1.664
O 14.663 14.329 3.440 1.077 -0.648 0.462
N 12.695 14.082 4.535 -1.431 -3.132 4.100
N 12.883 15.595 3.039 -0.784 2.402 -1.963
H 11.771 14.416 4.770 0.386 0.279 -0.382
H 13.137 13.622 5.318 -0.048 -0.201 -0.233
H 13.383 16.072 2.302 -0.399 -0.015 0.123
H 11.919 15.801 3.258 0.440 0.260 -0.426
C 5.992 10.025 8.030 -7.910 -0.713 3.395
O 4.796 10.244 8.088 -1.700 -0.285 -0.423
N 6.576 9.217 8.844 2.150 -3.048 2.391
N 6.761 10.656 7.308 5.644 3.940 -5.449
H 7.563 9.428 8.821 -0.051 -1.237 1.667
H 5.994 8.847 9.582 0.775 0.067 0.220
H 7.688 10.275 7.436 0.376 0.987 -1.769
H 6.351 10.993 6.449 0.738 0.277 -0.056
C 14.983 7.233 3.786 4.531 -0.165 -1.528
O 15.768 7.042 2.868 0.057 0.052 -0.267
N 15.406 7.566 4.994 1.280 0.973 3.463
N 13.718 7.086 3.681 -4.762 -0.462 -0.549
H 16.372 7.813 5.155 -0.221 -0.207 -0.417
H 14.784 7.804 5.754 0.080 -0.040 -0.323
H 13.154 7.400 4.457 -0.414 -0.097 -0.737
H 13.409 7.057 2.720 -0.556 -0.051 0.351
C 13.758 2.587 8.690 2.018 -1.703 0.526
O 13.745 2.613 9.877 -1.209 1.112 3.308
N 14.232 1.518 8.067 0.713 -4.127 -1.071
N 13.688 3.530 7.810 -1.416 3.748 -1.902
H 14.387 0.719 8.665 -0.134 -0.030 -0.304
H 13.979 1.333 7.107 0.059 -0.287 0.264
H 14.089 3.222 6.935 -0.202 1.490 -0.078
H 13.529 4.470 8.142 0.161 -0.129 -0.719
C 8.721 9.317 2.175 4.347 0.092 -0.051
O 8.597 9.419 0.990 -1.185 1.054 -1.080
N 9.726 9.858 2.911 3.078 2.975 0.310
N 8.251 8.396 2.950 -5.543 -4.602 2.146
H 9.935 9.700 3.886 -0.793 -0.221 -0.290
H 10.518 10.304 2.470 -0.440 0.103 -0.435
H 7.333 8.047 2.711 0.120 -0.260 -0.213
H 8.587 7.969 3.801 0.424 0.876 -0.381
```
Positions in Å, forces in eV/Å.

Computed properties:
Total energy (Eh): -2480.9085
Max |F| (eV Å⁻¹): 9.50
ΔE to the lowest compared entry with this formula, charge and spin (kJ/mol): 713.48
Orbital gap (eV): 2.20
E_HOMO (eV): -11.47
Charge: +1